Computed, not measured: a molecular structure, C21H44N2O6P2ReSTe, with the ωB97M-V functional and the def2-TZVPD basis.

Values from the calculation:
energy relative to the best compared isomer or geometry (same formula, charge and spin): 22.4 kcal/mol
frontier orbital gap (alpha / beta): 7.35 / 6.18 eV
electronic energy: -2813.41074 a.u.

ORCA input file:
```
! RIJCOSX wB97M-V def2-TZVPD def2/J DEFGRID3
* xyz 4 2
Re -0.9755 -0.3744 -0.7740
C -2.2235 1.2791 4.4552
C -1.9400 -0.0797 3.8801
C -2.9082 -0.5612 2.8346
O -0.5203 -0.0404 3.2867
P 0.1559 0.2024 1.9542
O -0.1892 -0.9148 0.8702
C -0.3642 1.8313 1.3100
P 0.0663 2.3489 -0.3751
O -0.7784 1.3964 -1.3534
O -0.3762 3.7464 -0.7089
C -0.2999 5.1880 -0.1203
C -1.5187 5.3743 0.7344
C 1.0221 5.3606 0.5715
O 1.5532 2.0168 -0.5175
C 2.5126 2.1747 -1.7027
C 2.0042 3.1871 -2.6941
C 2.7130 0.7930 -2.2668
O 1.6764 0.1473 2.1173
C 2.4237 0.6059 3.3840
C 2.6352 -0.6044 4.2497
C 3.6790 1.2694 2.8905
H -3.1412 1.2162 5.0423
H -2.3857 2.0271 3.6763
H -1.4298 1.6044 5.1252
H -1.8003 -0.8206 4.6625
H -3.0928 0.2000 2.0710
H -3.8613 -0.7637 3.3250
H -2.5755 -1.4899 2.3711
H 0.0333 2.5813 2.0050
H -1.4554 1.8784 1.3828
H -0.3592 5.7578 -1.0433
H -1.4388 4.8347 1.6805
H -2.4259 5.0840 0.2079
H -1.6034 6.4365 0.9709
H 1.1140 4.7047 1.4411
H 1.0761 6.3862 0.9407
H 1.8665 5.2112 -0.0993
H 3.4067 2.5286 -1.1953
H 1.0599 2.8770 -3.1469
H 2.7400 3.2658 -3.4954
H 1.8934 4.1772 -2.2573
H 1.8009 0.4217 -2.7384
H 3.0373 0.0994 -1.4900
H 3.4887 0.8373 -3.0317
H 1.7594 1.3251 3.8657
H 3.2306 -1.3534 3.7259
H 1.6963 -1.0465 4.5772
H 3.1918 -0.3019 5.1378
H 4.3514 0.5432 2.4327
H 4.1966 1.7141 3.7411
H 3.4623 2.0624 2.1756
C 5.5351 -3.0799 0.1196
Te 3.4808 -3.2894 0.5517
C 3.1821 -4.9305 -0.7337
H 6.0801 -3.7268 0.8093
H 5.8264 -2.0444 0.2745
H 5.7018 -3.3962 -0.9076
H 3.4740 -4.6248 -1.7376
H 2.1393 -5.2297 -0.6927
H 3.8263 -5.7398 -0.3881
C -5.6918 -2.6117 -5.0768
C -4.5928 -2.9609 -4.1413
C -3.9212 -4.1649 -4.1102
C -2.9228 -4.3769 -3.1625
N -2.5986 -3.4143 -2.2602
C -3.2523 -2.2961 -2.3030
S -3.0531 -1.0390 -1.0238
N -4.2190 -2.0415 -3.2131
C -2.2060 -5.6729 -3.0681
H -5.7037 -3.2919 -5.9243
H -5.5953 -1.5883 -5.4419
H -6.6515 -2.6993 -4.5589
H -4.1807 -4.9380 -4.8199
H -4.7060 -1.1503 -3.1914
H -2.0846 -6.1345 -4.0463
H -2.8060 -6.3568 -2.4590
H -1.2436 -5.5466 -2.5806
*
```



Computed, not measured: 3 unconnected molecules or ions with the total composition C21H45B3FN2O10PS3 in a non-equilibrium geometry, with the ωB97M-V functional and the def2-TZVPD basis.

Values from the calculation:
frontier orbital gap: 7.39 eV
SMILES: CC[C@H](F)B1OB(CCCCCCCSc2nnco2)OB(P(C)CC)O1.CCOS(C)(=O)=O.CCOS(C)(=O)=O
electronic energy: -3399.23415 a.u.

ORCA input file:
```
! RIJCOSX wB97M-V def2-TZVPD def2/J DEFGRID3
* xyz 0 1
C -3.8789 0.6872 -4.8062
C -3.0320 0.4805 -6.1942
C -1.6389 -0.3688 -6.0430
F -1.5670 -1.5568 -6.9651
B -1.2486 -0.8093 -4.5085
O -0.2341 0.0552 -3.8075
B 0.9056 -0.8191 -3.4624
C 2.3196 -0.3586 -2.7603
C 2.7433 1.2046 -3.0180
C 1.7790 2.2702 -2.2290
C 2.0827 2.4043 -0.6144
C 0.9618 3.4373 0.0107
C -0.2312 2.6599 0.8776
C 0.3385 1.8506 2.1879
S -1.0696 1.3442 3.3685
C -2.6666 1.5956 2.3958
N -3.4761 0.6329 1.5435
N -4.5190 1.4824 1.1082
C -4.4168 2.9164 1.6174
O -3.2201 2.9612 2.4737
O 0.7152 -2.2853 -3.7482
B -0.6128 -2.5595 -3.0930
P -0.6017 -3.5111 -1.4326
C -1.1253 -2.1694 -0.1203
C -1.8796 -4.9302 -1.3759
C -3.1386 -4.7459 -2.4099
O -1.7944 -2.0195 -3.7974
H -3.3236 1.3035 -3.9728
H -4.3356 -0.3383 -4.3998
H -4.8356 1.3395 -5.0970
H -3.7171 -0.1148 -6.9696
H -2.8325 1.5268 -6.6920
H -0.7672 0.3549 -6.4193
H 3.1686 -1.0421 -3.2439
H 2.2635 -0.6717 -1.6274
H 2.7243 1.4490 -4.1628
H 3.8489 1.3394 -2.6110
H 1.9610 3.3500 -2.6852
H 0.6308 2.0510 -2.3497
H 3.1397 2.9167 -0.4726
H 2.0492 1.3392 -0.0938
H 0.4198 3.9464 -0.9161
H 1.4270 4.2687 0.7234
H -0.8615 1.9362 0.2041
H -0.9536 3.5045 1.2485
H 1.0501 2.5533 2.8139
H 0.8809 0.8230 1.9180
H -5.1035 3.8512 1.4211
H -0.9696 -2.5300 0.9837
H -0.3556 -1.2731 -0.2891
H -2.2112 -1.7757 -0.3547
H -2.2039 -5.0478 -0.2347
H -1.2896 -5.9281 -1.6280
H -2.7079 -4.8371 -3.4970
H -3.5901 -3.6749 -2.2334
H -3.9328 -5.5904 -2.1826
C 7.9441 4.3115 2.2155
C 6.6297 4.2157 2.9671
O 5.8911 5.4258 2.8772
S 5.0956 5.7552 1.4941
C 4.1129 7.0962 2.1144
O 4.2202 4.6470 1.1788
O 6.0361 6.2885 0.5308
H 7.7760 4.3906 1.1373
H 8.5587 3.4253 2.3966
H 8.5028 5.2012 2.5225
H 6.0322 3.3678 2.6152
H 6.8372 4.0453 4.0286
H 3.4307 6.7131 2.8750
H 3.5474 7.5146 1.2791
H 4.7757 7.8564 2.5320
C -2.0984 -7.4978 5.4814
C -3.3256 -7.0124 4.7328
O -3.3320 -5.5972 4.6092
S -2.3604 -4.9050 3.4996
C -3.0791 -3.2834 3.5525
O -2.6328 -5.4902 2.2045
O -1.0190 -4.8255 4.0390
H -1.1880 -7.3205 4.9013
H -2.1669 -8.5707 5.6817
H -1.9868 -6.9646 6.4308
H -3.4054 -7.4895 3.7501
H -4.2213 -7.2884 5.2989
H -4.1069 -3.3396 3.1903
H -2.4882 -2.6313 2.9060
H -3.0470 -2.9160 4.5798
*
```



Computed, not measured: a molecular structure, C21H45CaCl2CsNO5S in a non-equilibrium geometry, with the ωB97M-V functional and the def2-TZVPD basis.

Values from the calculation:
frontier orbital gap: 1.28 eV
electronic energy: -3273.65695 a.u.

ORCA input file:
```
! RIJCOSX wB97M-V def2-TZVPD def2/J DEFGRID3
* xyz -1 1
C 4.0768 0.5489 -0.3909
C 2.8512 -0.5710 -0.5862
C 1.3551 0.0882 -0.2556
C 0.9943 1.3929 -1.1818
C -0.5065 1.9502 -0.7100
C -0.3032 3.2589 0.3016
C -1.6502 4.1893 0.2178
C -2.2468 4.6774 1.6696
C -2.5004 3.4708 2.7515
C -4.0989 3.0306 2.8958
C -4.1545 1.4046 3.0970
C -5.5325 0.6845 2.5761
C -5.9953 1.1509 1.0746
C -6.2961 -0.0721 0.0253
C -6.3015 0.3534 -1.5578
C -6.9950 1.8025 -1.8875
C -5.9568 3.0694 -1.7302
C -5.7947 3.9976 -3.0714
N -4.8473 5.1494 -2.6745
H 3.9759 1.0379 0.6857
H 5.1327 0.0248 -0.4424
H 4.0503 1.3334 -1.2599
H 3.0960 -1.4328 0.1668
H 2.8770 -1.0511 -1.6789
H 1.3123 0.3894 0.8956
H 0.5443 -0.7667 -0.4176
H 0.9229 1.0094 -2.3100
H 1.8276 2.2349 -1.0592
H -1.1666 2.2228 -1.6592
H -1.1206 1.1402 -0.1139
H -0.0287 2.8703 1.3706
H 0.6345 3.8840 -0.0796
H -1.3289 5.1855 -0.3562
H -2.4638 3.6805 -0.4826
H -1.4082 5.3793 2.1479
H -3.1937 5.3843 1.5080
H -2.1538 3.8319 3.8319
H -1.8561 2.5246 2.5073
H -4.5400 3.6202 3.8350
H -4.6433 3.4355 1.9423
H -3.2603 0.8577 2.5307
H -3.9980 1.1791 4.2416
H -5.3253 -0.4871 2.5343
H -6.3688 0.8284 3.3953
H -6.9437 1.8721 1.1256
H -5.0813 1.7645 0.6127
H -7.2667 -0.6868 0.3413
H -5.3982 -0.8482 0.1555
H -6.9155 -0.4815 -2.1422
H -5.2271 0.3693 -2.0267
H -7.2922 1.7697 -3.0434
H -8.0300 1.9644 -1.3200
H -4.8970 2.5931 -1.4651
H -6.2647 3.6828 -0.7571
H -5.2059 3.4047 -3.9149
H -6.8149 4.4428 -3.4753
H -4.4776 4.8902 -1.7111
Ca -3.7300 0.6161 -0.9778
C 5.2355 -3.2865 -1.5946
O 4.0476 -3.1977 -2.1737
H 5.4817 -4.2354 -1.0885
H 6.1225 -3.1627 -2.2389
H 5.4627 -2.5629 -0.7933
O 7.0653 -4.6620 -0.1866
S 7.3700 -5.5367 0.9603
O 8.8285 -5.7272 1.0592
O 6.7156 -6.8438 0.7690
O 6.8706 -4.9137 2.1996
Cl 9.3722 -9.2355 1.1804
C 11.0556 -9.5140 0.6682
C 11.7025 -8.2559 0.1125
Cl 10.9923 -7.7657 -1.4461
H 11.0569 -10.3260 -0.0656
H 11.6029 -9.8540 1.5526
H 12.7671 -8.4333 -0.0673
H 11.6104 -7.4148 0.8066
Cs 2.5700 1.6817 -3.3521
*
```



Computed, not measured: a molecular structure, C21H45Cl14NO7PS2 in a non-equilibrium geometry, with the ωB97M-V functional and the def2-TZVPD basis.

Values from the calculation:
energy relative to the best compared isomer or geometry (same formula, charge and spin): 0.0 kcal/mol
frontier orbital gap: 8.31 eV
electronic energy: -8989.20813 a.u.

ORCA input file:
```
! RIJCOSX wB97M-V def2-TZVPD def2/J DEFGRID3
* xyz -1 1
C -0.0777 0.1012 2.3047
C -1.4741 0.7176 2.2255
C -2.5282 -0.1671 1.5531
C -2.0905 -0.6364 0.1425
C -3.1484 -0.2688 -0.9303
C -2.5571 -0.0303 -2.3290
C -2.5516 -1.2593 -3.2520
S -0.9598 -2.0168 -3.4761
O -1.1010 -3.0145 -4.5121
O -0.6149 -2.5609 -2.1754
N 0.1901 -0.9011 -3.8228
S -0.0820 0.1261 -5.0013
O 1.0831 0.2619 -5.8647
O -1.3347 -0.0012 -5.7082
P -0.0319 2.1037 -4.0913
O -1.3414 2.6846 -3.7780
O 0.8764 2.9342 -5.1074
O 0.9084 1.9945 -2.8035
H 0.6233 0.8866 2.5770
H -0.0477 -0.6963 3.0474
H 0.2767 -0.3150 1.3596
H -1.7975 0.9039 3.2571
H -1.4745 1.6720 1.7030
H -2.7171 -1.0541 2.1719
H -3.4841 0.3526 1.4877
H -1.1613 -0.1484 -0.1527
H -1.9328 -1.7142 0.1368
H -3.6505 0.6466 -0.6022
H -3.9109 -1.0533 -0.9612
H -3.1881 0.7132 -2.8204
H -1.5706 0.4231 -2.2530
H -2.9683 -1.0004 -4.2227
H -3.1804 -2.0463 -2.8345
H 0.8892 2.4880 -5.9712
H 0.3920 2.2171 -2.0122
Cl 1.4671 0.7856 5.1929
C 2.7998 -0.2462 5.7657
C 4.0145 -0.1219 4.8802
Cl 3.7557 -0.8070 3.2596
H 2.4355 -1.2697 5.8117
H 3.0571 0.0794 6.7731
H 4.8510 -0.6593 5.3259
H 4.2963 0.9212 4.7561
Cl 5.9213 1.2523 -1.8890
C 5.0191 0.8626 -3.3788
C 5.4836 -0.4298 -3.9952
Cl 7.1391 -0.2974 -4.6607
H 5.1357 1.6949 -4.0693
H 3.9691 0.7797 -3.1025
H 4.8277 -0.6977 -4.8194
H 5.4792 -1.2385 -3.2695
Cl 0.8083 4.6750 3.3705
C 1.8164 4.8066 1.9019
C 1.0310 4.5584 0.6443
Cl 0.5243 2.8578 0.4826
H 2.6377 4.1004 1.9999
H 2.2227 5.8167 1.8830
H 1.6631 4.7577 -0.2216
H 0.1384 5.1778 0.5974
Cl 2.3828 -2.9473 -0.2065
C 3.9131 -3.7735 0.1453
C 3.7358 -4.9274 1.0997
Cl 3.3240 -4.3800 2.7475
H 4.6175 -3.0424 0.5376
H 4.2936 -4.1523 -0.8031
H 4.6665 -5.4882 1.1792
H 2.9492 -5.5984 0.7642
Cl -4.8376 0.8762 4.0792
C -6.4828 0.2146 3.9041
C -6.5083 -0.9974 3.0091
Cl -6.1842 -0.5871 1.3044
H -7.1268 1.0026 3.5208
H -6.8211 -0.0597 4.9025
H -7.4974 -1.4544 3.0370
H -5.7692 -1.7314 3.3219
Cl 2.3665 5.9687 -4.4032
C 3.9057 5.2467 -3.8707
C 3.7945 4.6052 -2.5139
Cl 3.5638 5.7989 -1.2026
H 4.6611 6.0288 -3.8791
H 4.1759 4.4893 -4.6047
H 4.7089 4.0654 -2.2729
H 2.9609 3.9064 -2.4718
Cl -4.8069 -3.9487 4.2111
C -5.1263 -4.6700 2.6101
C -5.8818 -5.9693 2.7113
Cl -4.9019 -7.2691 3.4384
H -4.1696 -4.7993 2.1107
H -5.7162 -3.9476 2.0459
H -6.1637 -6.3022 1.7138
H -6.7815 -5.8581 3.3115
*
```



Computed, not measured: 7 unconnected molecules or ions with the total composition C21H45ClN2O18P3S in a non-equilibrium geometry, with the ωB97M-V functional and the def2-TZVPD basis.

Values from the calculation:
energy relative to the best compared isomer or geometry (same formula, charge and spin): 43.6 kcal/mol
frontier orbital gap: 7.70 eV
electronic energy: -4173.48861 a.u.

ORCA input file:
```
! RIJCOSX wB97M-V def2-TZVPD def2/J DEFGRID3
* xyz -1 1
Cl -0.9846 0.0622 0.9621
O -1.8298 0.4574 -0.1538
O -1.6653 -1.0153 1.6193
O 0.3015 -0.2706 0.4246
O -0.7596 1.2032 1.8075
C -1.6546 4.3315 1.7522
C -0.7310 4.5040 2.9755
C 0.2928 5.5689 2.5478
S -0.5738 6.8254 1.5768
O 0.2391 7.2369 0.4193
O -1.1485 7.8376 2.4694
C -1.9430 5.7187 1.1211
H -2.6056 3.8198 1.9021
H -1.2711 3.6665 0.9773
H -0.3414 3.5157 3.2170
H -1.3978 4.8653 3.7589
H 0.9435 5.0862 1.8178
H 0.9113 6.0496 3.3050
H -2.1004 5.8309 0.0486
H -2.7953 6.2232 1.5766
C 3.1865 1.6647 -0.5157
O 4.2022 1.0840 -1.2824
P 5.2193 -0.0789 -0.7473
O 5.8746 0.2845 0.5532
O 4.3401 -1.4359 -0.7494
C 3.2253 -1.5282 -1.5638
O 6.2261 -0.3166 -1.9679
C 7.2946 0.5873 -2.2208
H 2.2229 1.1951 -0.7151
H 3.2195 2.7326 -0.7291
H 3.3565 1.5061 0.5498
H 2.3208 -1.6464 -0.9639
H 3.2643 -2.3810 -2.2406
H 2.8815 -0.6080 -2.0365
H 8.2433 0.0805 -2.3979
H 7.5097 1.2442 -1.3778
H 7.0305 1.1627 -3.1078
C -1.8557 -7.3306 2.5732
O -3.0247 -6.5039 2.6358
P -3.7981 -6.0560 4.0177
O -3.7961 -7.1410 4.9956
O -2.9700 -4.7004 4.3585
C -2.9593 -3.5542 3.5170
O -5.2729 -5.5048 3.4781
C -6.1129 -6.4462 2.8419
H -1.4805 -7.5997 3.5611
H -1.0511 -6.7641 2.1052
H -2.0815 -8.2738 2.0766
H -3.7283 -3.4938 2.7472
H -1.9737 -3.3878 3.0836
H -3.1616 -2.6823 4.1395
H -5.6828 -6.7339 1.8826
H -7.0619 -5.9251 2.7197
H -6.2190 -7.2979 3.5141
C 3.0473 -3.1148 -6.6618
O 2.3730 -2.2372 -5.7742
P 1.2916 -2.8017 -4.7365
O 1.7078 -3.9748 -3.9441
O 0.9645 -1.4940 -3.8074
C -0.2449 -1.5273 -3.0588
O -0.0110 -3.0322 -5.6595
C -0.2954 -2.0811 -6.6830
H 2.6116 -3.0452 -7.6585
H 3.0052 -4.1518 -6.3283
H 4.0923 -2.8064 -6.6694
H -0.9175 -0.7872 -3.4938
H -0.1411 -1.1891 -2.0278
H -0.6946 -2.5188 -3.1060
H -1.1857 -2.3704 -7.2397
H 0.5574 -1.9704 -7.3526
H -0.4452 -1.1105 -6.2089
N 1.8683 1.1007 3.4565
C 2.2073 1.8280 4.5589
C 3.4885 1.5349 4.8841
C 3.9595 0.6227 3.9564
C 2.9517 0.4390 3.0209
H 1.0010 1.0664 2.9402
H 1.3453 2.3255 4.9784
H 4.0371 1.8274 5.7668
H 4.9579 0.2162 4.0141
H 2.8652 -0.1164 2.0991
N -3.5670 4.0601 -2.4562
C -3.6764 3.3607 -1.2899
C -4.6827 4.0324 -0.5665
C -5.2014 5.1396 -1.3100
C -4.4529 5.1125 -2.5203
H -2.7870 4.0045 -3.0939
H -3.0206 2.5812 -0.9316
H -4.9067 3.7736 0.4578
H -5.9384 5.8763 -1.0298
H -4.4380 5.7593 -3.3844
*
```



- The highest electronic energy belongs to which entry?
  C21H44N2O6P2ReSTe



- Look up the electronic energy of the fifth one.
  -4173.48861 a.u.



- The lowest electronic energy belongs to which entry?
  C21H45Cl14NO7PS2